No. 1
C12H23B | wB97M-V/def2-TZVPD

Calculated values
Kohn-Sham gap (spin up / spin down) ... 8.2 / 8.5 eV
Spin multiplicity ... 3
Relative energy (zero: lowest compared OMol25 entry of this formula, charge and spin) ... 0.000 eV

Cartesian coordinates (Å):
B  -1.6808  0.0213  0.9342
C  2.9320  -0.5260  0.7858
C  2.0825  -1.5032  1.1979
C  4.0983  -1.3235  0.2450
C  2.9934  0.7498  0.4029
C  4.5947  -0.4835  -0.9166
C  4.3731  0.8837  -0.2745
C  -3.5380  -1.4933  0.2783
C  -1.3871  -1.5396  -1.1866
C  -2.0238  2.5676  1.3021
C  -1.9859  1.7577  -1.1131
C  -1.9361  -1.3951  0.2750
C  -2.3259  1.3692  0.3360
H  2.5148  -2.0457  2.0566
H  4.8284  -1.4717  0.9417
H  3.8986  -2.3589  -0.0328
H  -1.2375  -0.0153  1.9373
H  2.5024  1.5935  0.7268
H  5.6305  -0.8346  -1.1804
H  3.8360  -0.7899  -1.7371
H  4.3538  1.5969  -0.9736
H  5.0401  1.0632  0.5793
H  -3.9791  -2.5542  0.5505
H  -3.9374  -1.1605  -0.6344
H  -3.9143  -0.7568  1.0261
H  -0.2974  -1.6464  -1.2338
H  -1.9609  -2.4516  -1.5061
H  -1.7616  -0.5887  -1.7568
H  -1.2955  2.3517  2.1766
H  -2.9168  2.8704  1.6664
H  -1.7196  3.4035  0.6699
H  -2.8574  1.4416  -1.8779
H  -1.7155  2.7939  -1.2266
H  -1.0631  1.1327  -1.5574
H  -1.4133  -2.1404  0.9168
H  -3.4356  1.1184  0.3603

=====

No. 2
C12H23CaNO3P2 | wB97M-V/def2-TZVPD

Calculated values
Charge ... +2
Kohn-Sham gap ... 7.3 eV

Cartesian coordinates (Å):
Ca  2.6947  -0.1648  -1.1050
O  -1.7284  0.2141  -1.1925
C  -2.6516  0.9752  -1.2930
O  -1.1877  1.8875  1.2861
C  -1.8987  2.5699  0.5701
O  -2.1820  3.8547  0.9020
N  -2.6728  2.2228  -0.5995
C  -3.3074  4.3276  0.1273
C  -3.7230  3.2194  -0.8007
H  -2.9527  5.1875  -0.4456
H  -4.0869  4.6454  0.8299
H  -3.7664  3.6517  -1.8096
H  -4.7456  2.8799  -0.5666
C  -3.7986  0.6474  -2.1061
C  -3.8000  -0.4925  -2.7824
H  -4.6511  1.3106  -2.0872
H  -2.9465  -1.1486  -2.7830
H  -4.6846  -0.7820  -3.3270
C  -0.3239  -2.4817  -1.8109
P  1.2429  -2.6066  -0.7568
C  1.8907  -4.3362  -0.7892
C  0.5901  -2.3715  1.0605
C  1.6644  -1.8439  2.0720
P  2.7286  -0.4509  1.5890
C  3.2865  0.1493  3.1922
C  3.9870  -1.5169  0.6893
H  -0.9250  -3.4083  -1.8084
H  -0.1228  -2.2353  -2.8694
H  -0.8636  -1.6247  -1.3785
H  2.9789  -4.5248  -0.9071
H  1.5819  -4.8099  0.1510
H  1.3821  -4.7767  -1.6598
H  -0.3479  -1.7407  1.0546
H  0.2454  -3.4065  1.3250
H  1.2828  -1.4695  2.9988
H  2.3832  -2.6397  2.2758
H  4.2109  -0.3980  3.4697
H  3.4954  1.2383  3.1092
H  2.4944  0.0204  3.9456
H  3.4718  -2.3031  0.1054
H  4.5668  -1.9466  1.4736
H  4.6010  -0.8858  0.0333

=====

No. 3
C12H23CeN2O3P2 | wB97M-V/def2-TZVPD

Calculated values
Charge ... +3
Kohn-Sham gap (spin up / spin down) ... 4.4 / 4.4 eV
Relative energy (zero: lowest compared OMol25 entry of this formula, charge and spin) ... 0.000 eV

Cartesian coordinates (Å):
Ce  0.1037  0.5026  0.3746
P  0.3824  1.3473  -2.2406
C  -1.3215  1.0336  -2.6595
C  -2.0669  -0.0875  -2.1515
N  -1.6613  -0.7032  -0.9616
C  -2.3345  -1.7823  -0.4777
C  -3.3844  -2.3534  -1.1990
C  -3.8179  -1.7742  -2.3919
C  -3.1858  -0.6274  -2.8612
C  -1.9720  -2.4017  0.8827
P  -1.1250  -1.2291  2.0953
H  -3.4252  -0.2008  -3.8472
H  -3.8576  -3.2429  -0.8039
H  -4.6281  -2.2256  -2.9771
H  -2.8590  -2.7559  1.4425
H  -1.3510  -3.3137  0.7892
H  -2.9597  2.4902  -1.6699
H  -1.7045  1.5428  -3.5596
H  -2.4471  2.7664  0.2814
O  -3.2123  3.1718  -1.0039
H  -4.0028  3.6773  -1.2619
H  0.4099  2.0490  1.1940
O  -1.9463  2.3977  1.0718
H  -2.4656  2.6185  1.8673
C  -2.6261  -0.5767  2.9262
H  -3.1340  -1.4181  3.4152
H  -2.2900  0.1358  3.6894
H  -3.2991  -0.1223  2.1837
C  -0.4213  -2.4235  3.2739
H  0.0441  -1.8356  4.0820
H  -1.2246  -3.0530  3.6938
H  0.3030  -3.0568  2.7315
C  1.4617  0.7822  -3.5769
H  1.2603  1.3819  -4.4708
H  2.5155  0.9094  -3.2854
H  1.2597  -0.2780  -3.7903
C  0.4559  3.1731  -2.1917
H  1.4687  3.5273  -1.9616
H  0.1712  3.5236  -3.1917
H  -0.2625  3.5617  -1.4561
O  4.5308  -0.4671  1.3346
C  3.3996  -0.3451  1.0033
N  2.2396  -0.2274  0.6590

=====

No. 4
C12H23ClNO4S | wB97M-V/def2-TZVPD

Calculated values
Charge ... -1
Kohn-Sham gap ... 6.3 eV
SMILES ... CCCC[C@](CC)(NCCCCS(=O)(=O)Cl)C(=O)[O-]

Cartesian coordinates (Å):
C  2.6117  -1.5068  0.8884
C  2.8561  -1.4262  -0.6219
C  2.9244  -0.0119  -1.2678
C  2.5975  1.2062  -0.4055
C  1.0865  1.6462  -0.3270
C  0.4848  1.3701  1.0564
C  -0.7450  2.2419  1.3380
N  0.2521  1.1583  -1.4204
C  -0.3412  -0.1669  -1.2903
C  -1.8562  -0.0910  -1.0164
C  -2.3127  -0.7710  0.2934
C  -3.6663  -1.4812  0.1140
S  -3.9187  -2.9694  1.1046
O  -5.1470  -2.8332  1.8171
O  -3.8614  -4.0940  0.2275
Cl  -2.4311  -3.0490  2.4942
C  1.1168  3.2259  -0.4258
O  0.3321  3.8068  -1.2123
O  1.9494  3.7634  0.3541
H  3.1952  -0.8043  1.4681
H  1.5501  -1.4463  1.1031
H  2.9222  -2.4988  1.2173
H  2.1202  -2.0603  -1.1093
H  3.8091  -1.9200  -0.8067
H  2.3291  -0.0375  -2.1746
H  3.9473  0.1174  -1.6161
H  2.9717  1.1302  0.6084
H  3.1264  2.0447  -0.8420
H  1.2546  1.6891  1.7514
H  0.3134  0.3123  1.2508
H  -1.3689  1.7520  2.0941
H  -0.4469  3.1927  1.7544
H  -1.3508  2.3775  0.4500
H  0.6879  1.2905  -2.3151
H  -0.2361  -0.6500  -2.2629
H  0.1721  -0.8141  -0.5804
H  -2.2001  0.9333  -1.0463
H  -2.3776  -0.5892  -1.8354
H  -2.4843  -0.0047  1.0375
H  -1.5472  -1.4601  0.6288
H  -4.4562  -0.8165  0.4392
H  -3.8631  -1.7559  -0.9145

=====

No. 5
C12H23F3NO2P2Pb | wB97M-V/def2-TZVPD

Calculated values
Charge ... +1
Kohn-Sham gap ... 7.7 eV
Relative energy (zero: lowest compared OMol25 entry of this formula, charge and spin) ... 0.000 eV

Cartesian coordinates (Å):
Pb  -1.9782  0.1603  1.1838
P  0.2955  1.6404  1.7729
C  1.5559  1.7672  0.4288
C  1.8948  0.3830  -0.0596
N  0.8824  -0.4676  -0.2807
C  1.0839  -1.6284  -0.9198
C  2.3273  -2.0634  -1.3977
C  3.3951  -1.2045  -1.1937
C  3.1867  -0.0101  -0.4878
C  -0.1427  -2.4929  -1.0699
P  -1.8248  -1.6456  -0.8529
H  3.9921  0.6957  -0.3369
H  2.4254  -3.0022  -1.9563
H  4.3676  -1.4619  -1.5909
H  -0.1181  -2.9255  -2.0957
H  -0.1147  -3.3068  -0.3138
H  1.1633  2.4440  -0.5447
H  2.4693  2.1389  0.9437
H  -0.3046  2.8363  -1.5237
O  0.6584  3.0028  -1.4302
H  1.1959  3.5571  -1.9336
H  -1.8904  1.7979  -0.8186
O  -1.5604  2.4954  -1.4589
H  -1.9623  2.0900  -2.2238
C  -1.8842  -0.9330  -2.5845
H  -1.8462  -1.7647  -3.3346
H  -2.8453  -0.3885  -2.6798
H  -1.0693  -0.1970  -2.7513
C  -2.9521  -3.0322  -1.0068
H  -3.9502  -2.6135  -1.0341
H  -2.7804  -3.6583  -1.8873
H  -2.8981  -3.6122  -0.0951
C  0.8937  1.3125  3.4559
H  1.6736  2.0408  3.7096
H  0.1132  1.3593  4.2309
H  1.3094  0.3084  3.5393
C  -0.1674  3.3792  1.8696
H  -0.9714  3.5475  2.5916
H  0.7378  3.9332  2.1645
H  -0.5003  3.7290  0.8893
F  -1.1599  -1.4783  3.9007
C  -1.1150  -1.7481  2.5454
F  0.2204  -2.0468  2.2714
F  -1.8055  -2.9374  2.3651